Entry A
C4H12N4 as an isolated structure, computed with wB97M-V/def2-TZVPD.

CARTESIAN COORDINATES (ANGSTROEM)
1 N 1.306 0.649 0.502
2 H -1.785 -0.865 1.847
3 H 1.471 -2.208 1.609
4 H -0.179 3.242 -0.780
5 C -2.046 -0.945 0.787
6 H 1.461 3.277 -0.119
7 H 1.101 2.269 -1.536
8 N 1.678 -1.524 0.894
9 N 0.769 -0.473 1.034
10 N 0.324 1.584 0.340
11 H 1.601 -1.963 -0.024
12 H 0.296 -1.033 -1.810
13 C -0.617 -1.245 -1.254
14 C 0.705 2.641 -0.579
15 H -0.514 0.885 -0.038
16 H 1.900 0.468 -0.328
17 H -2.493 -1.934 0.640
18 C -0.843 -0.709 -0.061
19 H -1.312 -1.921 -1.744
20 H -2.824 -0.194 0.621

Values from the calculation:
HOMO-LUMO gap ... 8.54 eV
HOMO energy ... -0.2885 hartree



Entry B
One molecule with the formula C4H12N4, computed with wB97M-V/def2-TZVPD.

CARTESIAN COORDINATES (ANGSTROEM)
1 H 1.247 -2.046 0.241
2 H -3.707 -1.151 -0.260
3 N 1.253 -1.361 0.989
4 H -0.127 -0.536 -1.056
5 N -1.126 0.385 0.484
6 C -2.400 0.373 -0.240
7 H 2.629 1.264 -0.768
8 C 2.570 0.225 -0.443
9 H 2.528 -0.411 -1.329
10 H 1.374 0.675 1.294
11 H 3.481 -0.014 0.104
12 C 1.337 -0.012 0.440
13 H 0.205 1.204 -0.938
14 N -2.727 -0.941 -0.151
15 H -2.647 2.244 -0.559
16 N -3.107 1.343 -0.647
17 C 0.063 0.284 -0.359
18 H -1.831 -1.166 0.528
19 H 2.052 -1.559 1.581
20 H -1.068 1.200 1.089

Values from the calculation:
HOMO-LUMO gap ... 9.81 eV
SMILES ... [H]/N=C(/N)NC[C@H](C)N
HOMO energy ... -0.3270 hartree



Looking at the structures above, which would you pick as the most stable? I would pick entry B.